A cluster of 15 separate species, C36H102O24 in total. Source: the Open Molecules 2025 dataset; level of theory: wB97M-V/def2-TZVPD.

Orbital gap (eV): 9.573
Total charge: 0
Multiplicity: 1
LUMO (Ha): -0.0007
Energy relative to the best compared isomer or geometry (same formula, charge and spin) (kJ/mol): 0.0
E_tot (Eh): -3238.384946

Structure (XYZ):
```
162
Properties=species:S:1:pos:R:3:mulliken_charge:R:1
O -3.3542 -3.7386 2.3898 -0.477
O -2.1244 -1.4424 -4.1283 -0.332
O 1.4646 -4.2930 1.3936 -0.609
O 2.7855 2.9089 0.6070 -0.670
O -6.5910 0.3921 0.3916 -0.604
O 3.4453 -3.8901 3.0439 -0.434
O -4.8713 -3.5286 4.7991 -0.566
O -1.9664 5.0086 2.3496 -0.505
O -4.7939 -3.1932 -2.1843 -0.648
O 5.8234 -0.9788 -1.2364 -0.516
O 0.7570 -5.0447 4.2268 -0.598
O 0.5573 -4.2692 -1.4071 -0.601
O -1.5659 -0.0105 3.7242 0.060
O 3.2505 1.5253 -1.6285 0.343
O 2.8765 3.4407 -3.7800 -0.637
O 0.7232 4.6942 0.9714 -0.354
O -4.0532 3.8805 -4.5421 -0.591
O -0.6026 1.5466 5.7833 -0.648
O -1.8730 -3.2671 -2.1173 -0.493
O 1.6018 1.2001 -6.3899 -0.521
O 5.5735 2.5397 3.0057 -0.572
O -3.2528 1.1442 -4.9750 -0.683
O 0.5291 1.2548 1.5108 0.253
O -3.2507 2.4983 4.5134 -0.476
C 1.8548 -5.6744 -2.7524 -1.730
C 2.5312 1.7031 -5.3935 -0.260
C 1.8758 2.7309 -4.5068 0.288
C -3.4048 3.6717 3.8485 -0.560
C 0.9722 5.9338 0.2819 0.672
C -3.1662 3.2120 -3.6962 0.245
C 0.2283 0.5977 5.1709 0.076
C 0.0366 -5.2681 3.0409 -0.737
C -0.0724 6.0544 -0.7902 -1.233
C -0.4094 0.8489 0.5018 1.604
C 2.8470 -3.5817 -1.7521 -1.273
C 3.7983 0.2860 -1.7016 0.565
C -5.4647 1.2179 0.4283 0.422
C 3.4194 3.1878 1.8630 -0.099
C -1.0390 -1.1615 -6.2253 -1.434
C 3.7140 -1.8955 1.9116 -0.271
C -3.9741 -2.5246 -1.1971 -0.172
C -0.1248 1.5088 -0.8515 -1.228
C -0.9858 -1.8198 -4.8794 0.840
C -2.7524 -3.3671 -0.9844 0.752
C -4.4583 0.5714 1.4008 -0.125
C 1.6013 -4.2447 -2.3657 1.128
C -3.0380 -2.7004 3.2623 1.359
C 5.2846 0.2884 -1.4036 -0.335
C -2.3912 2.1194 -4.4245 0.640
C -4.9222 1.2994 -0.9521 -1.169
C -0.7143 -0.4935 4.7192 0.076
C -3.4838 -3.1621 4.7203 -0.542
C 3.6650 -2.5448 3.3047 0.519
C 2.4087 6.0317 -0.2810 -1.315
C 0.2383 -4.1086 2.0709 0.903
C -2.0287 3.9180 3.2046 0.006
C 4.8545 2.5326 1.7814 -0.036
C 0.2104 -1.3589 -4.0806 -0.148
C -0.4007 -0.6688 0.3947 1.017
C 4.9576 -2.2856 3.9768 -1.595
H -3.8932 1.6591 -0.9536 -0.057
H 1.1823 -1.5879 -4.5176 0.625
H 0.1631 -1.8016 -3.0857 -0.344
H 1.3965 1.4424 1.1448 -0.149
H 4.4084 -2.4768 1.3049 0.271
H 0.6754 1.1217 -1.4824 -0.179
H -1.1434 0.2347 2.8978 -0.135
H -1.8414 2.5711 -5.2503 0.305
H -4.1933 -0.4160 1.0227 -0.454
H 3.3925 -0.3212 -0.8924 -0.659
H 2.7782 -1.6583 1.4055 0.001
H -4.2892 -3.9325 2.4886 0.290
H -3.6999 -1.5781 -1.6629 -0.195
H -1.6357 1.5965 -3.8381 -0.241
H 2.7879 -2.3009 3.9041 0.060
H 2.8727 2.7931 2.7193 0.021
H -0.6137 -1.1526 1.3480 -0.462
H 0.8795 -6.0925 -3.0018 0.440
H 1.9500 3.3764 0.5366 0.023
H -3.0431 -4.4097 -0.8558 0.460
H 2.9621 2.8776 -3.0072 0.298
H -0.1082 4.8141 1.4363 0.065
H -0.9235 1.2624 -1.5511 0.654
H -0.0157 5.2106 -1.4779 0.116
H 0.0519 7.0083 -1.3027 0.498
H 2.4859 -2.5970 -1.4552 0.091
H -1.3984 -0.1327 -6.2018 0.358
H 0.9466 0.2338 5.9056 0.426
H 1.2557 -3.6350 -3.2005 -0.011
H 2.9106 0.8924 -4.7714 -0.002
H -0.5263 -4.0392 1.2971 -0.062
H -3.4518 -1.7904 2.8277 -0.454
H 3.6792 -3.4595 -2.4454 0.578
H 0.5570 -0.9978 -0.0087 -0.506
H 2.2568 -6.2735 -1.9354 0.292
H 0.7556 1.0948 4.3568 -0.083
H -1.0249 6.0778 -0.2608 0.302
H 0.8708 6.7914 0.9470 0.294
H 3.4276 4.2455 2.1261 0.343
H -1.6777 -1.6929 -6.9309 0.335
H -4.2220 3.6370 3.1281 0.298
H 4.2108 -0.9411 2.0863 -0.003
H -3.5674 4.4611 4.5823 0.406
H 3.2787 -4.1736 -0.9450 0.243
H -4.9832 -4.3659 4.3430 0.344
H 1.3527 3.4097 -5.1805 0.453
H 3.2024 5.8562 0.4451 0.290
H 4.8094 1.4940 1.4538 -0.313
H -0.9921 -3.4222 -1.7688 0.357
H 2.6073 7.0522 -0.6085 0.480
H 2.2297 -4.1620 1.9584 0.307
H 3.5088 -0.1607 -2.6528 0.450
H 0.2723 -6.2446 2.6180 0.300
H -3.3624 -2.2480 5.3016 0.267
H -1.7616 3.0128 2.6592 -0.131
H -1.3831 -0.8240 5.5139 0.244
H 0.2174 -0.2710 -4.0131 -0.366
H -1.9505 -2.6838 3.3347 -0.480
H -5.4709 1.9645 -1.6190 0.607
H -3.6457 1.2455 1.6719 -0.062
H -7.2401 0.6535 -0.2657 0.349
H 5.4826 0.8217 -0.4738 -0.019
H 0.2877 -3.2006 2.6718 -0.172
H -0.0177 2.5892 -0.7546 0.248
H 6.4808 2.3912 2.7294 0.368
H -4.8235 -2.6565 -2.9797 0.377
H 5.1997 -1.2283 4.0840 0.360
H -0.9873 -2.9089 -4.9223 0.389
H -1.3539 1.2453 0.8743 -1.098
H 1.1220 2.3452 -3.8204 -0.327
H 5.7849 -2.8710 3.5754 0.367
H -2.7864 -3.9643 4.9616 0.337
H -2.4351 3.9433 -3.3514 0.100
H 3.3055 1.9519 -0.7702 0.204
H -1.0023 -5.2731 3.3706 0.235
H -5.0238 0.3443 2.3045 0.488
H 5.3577 3.1166 1.0108 0.349
H 5.8183 0.8272 -2.1866 0.301
H -2.1617 -3.1119 -0.1046 -0.815
H 3.4305 2.1431 -5.8246 0.391
H 4.9286 -2.6078 5.0177 0.459
H -4.1434 2.2077 4.7139 0.284
H -2.7110 0.3551 -5.0484 0.004
H -0.1209 -1.3164 4.3208 -0.389
H 2.5304 5.3337 -1.1093 0.226
H 2.5337 -5.7472 -3.6021 0.386
H -1.1250 -1.0037 -0.3478 -0.050
H -1.4525 1.6029 5.3404 0.222
H 0.9057 -4.3948 -0.5214 0.148
H -5.7307 2.2431 0.6857 0.243
H -1.8290 5.8205 2.8430 0.326
H 6.6731 -0.7416 -0.8580 0.336
H -1.3624 3.9440 4.0668 0.305
H 4.3005 -4.3198 2.9690 0.265
H -4.9091 0.3486 -1.4849 0.279
H -4.5451 -2.3590 -0.2835 0.379
H 2.0544 0.5327 -6.9107 0.307
H -2.0389 -1.9238 -3.3022 0.176
H -3.7204 2.8424 -2.8335 -0.235
H 1.6553 -4.7911 4.0022 0.387
H -0.0430 -1.1992 -6.6664 0.329
H -4.5618 3.1905 -4.9741 0.371
```